[1]
C46H62BrNP2SSiTeV | ωB97M-V/def2-TZVPD

Its total energy is -7001.29384 hartree. As for the HOMO-LUMO gap (spin up / spin down): 6.8 / 6.8 eV. The expectation value of S² is 3.779. For the LUMO energy (spin up / spin down), the calculation gives 0.095 / -0.072 eV.

ORCA input file:
```
! wB97M-V def2-TZVPD RIJCOSX def2/J DEFGRID3
* xyz 0 4
V -0.68 0.91 0.09
C -1.25 1.27 4.02
Si -0.33 0.53 2.53
C 1.51 0.87 2.95
C 1.99 0.92 4.26
C 3.33 1.03 4.55
C 4.26 1.08 3.51
C 3.81 1.06 2.20
C 2.45 0.98 1.91
P 1.82 0.96 0.19
C 2.68 -0.52 -0.57
C 2.59 -1.73 0.35
C 2.93 -3.03 -0.41
C 3.94 -2.80 -1.54
C 4.89 -1.67 -1.16
C 4.13 -0.34 -1.07
C 2.56 2.41 -0.75
C 1.58 3.59 -0.86
C 1.59 4.49 0.37
C 2.97 5.08 0.61
C 3.97 3.94 0.79
C 3.95 2.99 -0.40
C -0.38 -1.38 2.83
C 0.04 -1.94 4.04
C 0.12 -3.30 4.24
C -0.21 -4.17 3.20
C -0.65 -3.65 2.00
C -0.75 -2.27 1.81
P -1.34 -1.56 0.21
C -3.19 -1.73 0.17
C -3.94 -0.47 0.60
C -4.07 -0.33 2.11
C -4.79 -1.54 2.70
C -4.02 -2.81 2.36
C -3.80 -2.97 0.85
C -0.66 -2.77 -1.04
C -1.38 -4.09 -1.40
C -2.50 -3.97 -2.44
C -2.02 -3.23 -3.69
C -1.41 -1.88 -3.31
C -0.25 -2.06 -2.34
H -1.24 0.59 4.88
H -0.78 2.21 4.32
H -2.29 1.49 3.80
H 1.28 0.88 5.08
H 3.67 1.07 5.58
H 5.32 1.15 3.72
H 4.54 1.12 1.41
H 2.05 -0.74 -1.44
H 3.30 -1.59 1.18
H 1.61 -1.82 0.82
H 3.32 -3.76 0.29
H 2.02 -3.46 -0.83
H 4.49 -3.72 -1.75
H 3.43 -2.53 -2.47
H 5.33 -1.90 -0.19
H 5.71 -1.58 -1.86
H 4.69 0.34 -0.43
H 4.11 0.13 -2.06
H 2.65 1.97 -1.75
H 1.86 4.18 -1.74
H 0.56 3.24 -1.02
H 0.84 5.28 0.27
H 1.28 3.91 1.25
H 3.27 5.69 -0.25
H 2.97 5.73 1.48
H 4.99 4.33 0.92
H 3.72 3.41 1.71
H 4.26 3.57 -1.28
H 4.70 2.22 -0.28
H 0.33 -1.28 4.85
H 0.46 -3.70 5.19
H -0.14 -5.24 3.33
H -0.91 -4.33 1.20
H -3.35 -1.83 -0.91
H -3.46 0.43 0.20
H -4.94 -0.51 0.16
H -3.07 -0.27 2.56
H -4.57 0.60 2.36
H -4.90 -1.44 3.78
H -5.80 -1.60 2.27
H -3.06 -2.78 2.88
H -4.54 -3.70 2.73
H -3.22 -3.87 0.66
H -4.78 -3.14 0.39
H 0.26 -3.06 -0.53
H -0.61 -4.74 -1.83
H -1.76 -4.62 -0.53
H -2.84 -4.97 -2.71
H -3.36 -3.45 -2.02
H -1.26 -3.83 -4.20
H -2.84 -3.10 -4.39
H -1.06 -1.36 -4.21
H -2.18 -1.25 -2.86
H 0.53 -2.65 -2.83
H 0.19 -1.10 -2.09
Br 1.06 1.80 -5.37
C -0.42 1.63 -4.23
C -1.72 1.82 -4.68
C -2.75 1.66 -3.77
C -2.44 1.35 -2.46
N -1.19 1.17 -2.02
C -0.20 1.30 -2.91
H -1.91 2.09 -5.71
H -3.78 1.81 -4.06
H -3.23 1.24 -1.72
H 0.81 1.14 -2.55
Te -1.98 3.08 0.88
C -2.55 4.11 -0.89
C -1.79 4.76 -1.82
C -2.54 5.29 -2.91
C -3.87 5.04 -2.80
S -4.20 4.16 -1.36
H -0.72 4.86 -1.74
H -2.11 5.85 -3.73
H -4.67 5.34 -3.46
*
```

=====

[2]
C3H12NOS | ωB97M-V/def2-TZVPD

Its total energy is -649.43374 hartree. For the relative energy (zero: lowest compared OMol25 entry of this formula, charge and spin), the calculation gives 10.6 kcal per mole. As for the HOMO-LUMO gap: 8.7 eV. For the LUMO energy, the calculation gives -3.529 eV.

ORCA input file:
```
! wB97M-V def2-TZVPD RIJCOSX def2/J DEFGRID3
* xyz 1 1
C 1.16 -0.15 0.34
C -0.32 -0.44 0.61
C -0.53 -1.93 0.38
S -2.20 -2.46 0.90
N 1.54 1.32 0.38
H 1.51 -0.56 -0.61
H 1.73 -0.59 1.14
H -0.52 -0.21 1.65
H -0.93 0.21 -0.01
H -0.47 -2.19 -0.67
H 0.20 -2.53 0.92
H -2.68 -2.73 -0.32
H 0.78 1.94 0.07
H 2.30 1.54 -0.26
H 1.84 1.61 1.31
H -1.63 1.83 -1.70
H -0.97 2.98 -2.43
O -0.81 2.35 -1.71
*
```

=====

[3]
C4H15N2O | ωB97M-V/def2-TZVPD

Its total energy is -345.87890 hartree. For the relative energy (zero: lowest compared OMol25 entry of this formula, charge and spin), the calculation gives 41.9 kcal per mole. As for the HOMO-LUMO gap: 10.1 eV. For the LUMO energy, the calculation gives -3.329 eV.

ORCA input file:
```
! wB97M-V def2-TZVPD RIJCOSX def2/J DEFGRID3
* xyz 1 1
N 1.48 1.77 0.01
C 0.69 1.52 -1.23
C -0.11 0.16 -0.89
N 0.63 -0.59 0.12
C -0.25 -1.65 0.78
C -0.81 -2.66 -0.31
H 0.90 2.18 0.74
H 2.29 2.39 -0.10
H 1.80 0.89 0.46
H 0.14 2.42 -1.42
H 1.27 1.24 -2.11
H -0.29 -0.32 -1.90
H -1.10 0.50 -0.51
H 1.37 -1.08 -0.40
H -1.00 -1.14 1.40
H 0.34 -2.15 1.56
H -1.87 -2.69 -0.11
H -0.69 -2.22 -1.33
H -0.42 -3.67 -0.43
H -1.08 2.38 1.79
H -1.92 1.23 2.33
O -1.39 1.49 1.56
*
```